Record 1
Formula: C12H46AsF6O15
Source: the Open Molecules 2025 dataset
Level of theory: wB97M-V/def2-TZVPD

Positions of all 80 atoms, in Å:
As1 -9.172 20.452 29.890
F1 -9.102 18.757 29.934
F2 -7.417 20.512 30.006
F3 -9.160 22.183 29.951
F4 -10.908 20.471 29.887
F5 -9.182 20.476 31.634
F6 -9.077 20.552 28.189
O1 -5.466 18.418 29.151
O2 -9.783 18.015 35.184
O3 -11.003 12.591 26.386
O4 -10.051 20.618 34.216
O5 -11.193 18.981 25.755
O6 -5.464 17.972 33.324
O7 -12.643 20.238 27.826
O8 -8.004 18.910 26.126
O9 -5.859 22.781 33.227
O10 -13.555 19.715 33.145
O11 -10.826 23.414 31.792
O12 -10.753 24.843 26.723
O13 -9.420 14.121 26.832
O14 -6.135 20.971 27.466
O15 -11.559 14.719 26.819
C1 -12.623 18.848 32.502
C2 -5.625 19.363 33.090
C3 -11.322 16.306 28.613
C4 -6.097 22.390 27.573
C5 -7.279 22.880 33.273
C6 -9.376 15.512 27.119
C7 -10.851 15.922 27.236
C8 -5.167 17.345 30.047
C9 -8.595 17.723 34.460
C10 -10.763 19.931 24.791
C11 -10.691 13.708 26.653
C12 -10.407 23.741 27.568
H1 -12.078 19.358 31.706
H2 -4.591 17.805 33.687
H3 -4.980 19.731 32.289
H4 -8.830 15.753 28.030
H5 -13.430 19.994 28.320
H6 -6.532 20.686 28.299
H7 -7.732 18.005 35.066
H8 -9.918 20.511 25.171
H9 -5.959 19.090 29.629
H10 -6.672 19.534 32.852
H11 -11.006 22.889 27.254
H12 -10.135 18.835 34.812
H13 -9.583 20.727 33.377
H14 -5.625 22.795 26.680
H15 -11.964 18.402 33.245
H16 -5.488 22.699 28.430
H17 -5.878 17.394 30.869
H18 -5.239 16.408 29.499
H19 -7.603 23.469 32.419
H20 -8.548 16.649 34.265
H21 -7.444 19.676 26.319
H22 -8.575 18.206 33.480
H23 -9.343 23.518 27.498
H24 -10.364 23.198 30.971
H25 -11.644 22.914 31.731
H26 -12.005 20.522 28.494
H27 -10.753 17.192 28.907
H28 -10.250 25.596 27.043
H29 -5.579 22.303 34.012
H30 -4.147 17.442 30.435
H31 -8.853 19.119 26.524
H32 -12.382 16.551 28.655
H33 -10.804 21.211 34.158
H34 -11.579 20.612 24.524
H35 -8.899 16.043 26.296
H36 -11.116 16.706 26.527
H37 -7.580 23.408 34.185
H38 -10.456 19.393 23.898
H39 -7.794 21.923 33.251
H40 -11.138 15.551 29.381
H41 -13.299 20.630 33.020
H42 -7.103 22.795 27.711
H43 -11.612 19.458 26.484
H44 -13.170 18.052 31.990
H45 -10.675 23.946 28.609
H46 -5.406 19.939 33.998

Properties
- Max |F|: 1.8 eV/Å
- E_HOMO: -0.281 Ha
- Net charge: -1
- Frontier orbital gap: 0.3539 Eh
- ΔE to the lowest compared entry with this formula, charge and spin: 6.36 kcal per mole


Record 2
Formula: CH4OS2
Source: the Open Molecules 2025 dataset
Level of theory: wB97M-V/def2-TZVPD

Positions of all 8 atoms, in Å:
S1 -2.550 -0.701 -0.732
S2 2.050 -0.395 -0.382
O1 3.364 0.213 -0.678
C1 1.371 0.355 0.964
H1 -2.665 0.589 -1.147
H2 0.354 0.075 1.113
H3 -3.835 -1.084 -0.769
H4 1.911 0.947 1.631

Properties
- Max |F|: 4.4 eV/Å
- E_HOMO: -0.353 Ha
- Net charge: 0
- Frontier orbital gap: 0.3361 Eh
- ΔE to the lowest compared entry with this formula, charge and spin: 32.69 kcal per mole


Record 3
Formula: C36H39ClP2Zr
Source: the Open Molecules 2025 dataset
Level of theory: wB97M-V/def2-TZVPD

Positions of all 79 atoms, in Å:
Zr1 0.123 0.029 3.657
Cl1 1.599 -1.333 5.757
P1 1.435 0.448 -2.357
P2 -0.051 -1.706 -2.422
C1 -1.584 -2.741 -4.552
C2 -1.854 1.783 2.767
C3 -2.759 0.750 3.511
C4 1.307 0.381 5.498
C5 -0.678 -1.507 0.282
C6 -1.041 -0.249 -2.900
C7 3.279 1.564 -6.493
C8 2.612 0.342 -6.323
C9 1.274 4.105 -0.491
C10 3.482 2.401 -5.390
C11 2.134 -0.032 -5.067
C12 3.400 3.078 0.087
C13 -1.379 -1.823 1.431
C14 3.066 1.946 -0.654
C15 -2.108 -0.364 4.345
C16 -2.681 -3.457 0.206
C17 2.502 4.153 0.175
C18 -0.252 0.857 -2.924
C19 -1.416 -5.029 -5.349
C20 2.308 0.825 -3.956
C21 -2.408 -2.769 1.392
C22 -2.055 1.076 6.483
C23 -1.933 -3.199 -0.947
C24 -0.664 2.582 4.879
C25 -1.758 -0.158 5.693
C26 -0.940 -2.216 -0.911
C27 -0.620 2.281 3.519
C28 -2.071 -3.794 -5.330
C29 3.023 2.018 -4.125
C30 0.279 -4.133 -3.847
C31 -0.474 -2.939 -3.716
C32 -1.844 2.473 5.788
C33 1.820 1.893 -1.316
C34 0.927 2.966 -1.211
C35 1.684 -1.000 2.489
C36 -0.217 -5.177 -4.633
H1 -1.096 -1.344 2.417
H2 -2.128 -3.735 -1.879
H3 3.212 2.671 -3.270
H4 -2.802 2.780 5.334
H5 1.615 -0.988 -4.952
H6 0.095 -0.725 0.308
H7 -3.459 1.333 4.136
H8 -3.104 1.083 6.844
H9 -0.042 2.925 -1.701
H10 -2.383 -1.394 4.055
H11 1.234 -4.243 -3.319
H12 3.645 1.860 -7.479
H13 0.264 2.867 5.382
H14 0.868 0.758 6.421
H15 -3.481 -4.195 0.165
H16 3.992 3.359 -5.508
H17 2.764 5.034 0.760
H18 2.240 0.889 5.238
H19 0.325 -6.124 -4.687
H20 -1.665 3.190 6.618
H21 -2.089 -1.776 -4.585
H22 2.289 -0.264 1.926
H23 4.371 3.124 0.589
H24 1.252 -1.692 1.750
H25 -1.440 -1.006 6.313
H26 -2.107 -0.321 -3.139
H27 -2.978 -2.961 2.300
H28 3.757 1.102 -0.737
H29 -3.394 0.286 2.733
H30 -1.570 1.435 1.755
H31 0.207 2.681 2.898
H32 2.384 -1.599 3.101
H33 -0.492 1.858 -3.305
H34 -1.830 -5.868 -5.917
H35 2.460 -0.309 -7.186
H36 -2.975 -3.650 -5.919
H37 0.576 4.944 -0.459
H38 -2.539 2.621 2.552
H39 -1.443 1.067 7.401

Properties
- Max |F|: 2.8 eV/Å
- E_HOMO (alpha / beta): -0.389 / -0.389 Ha
- Net charge: +2
- Frontier orbital gap (alpha / beta): 0.0786 / 0.0782 Eh


Record 4
Formula: CH3I2P
Source: the Open Molecules 2025 dataset
Level of theory: wB97M-V/def2-TZVPD

Positions of all 7 atoms, in Å:
I1 -3.422 -1.875 -0.178
I2 -0.847 1.967 -0.276
P1 0.335 0.186 0.930
C1 1.868 0.138 0.154
H1 2.551 -0.761 0.272
H2 2.303 0.784 -0.597
H3 -2.789 -0.438 -0.305

Properties
- Structure (SMILES): C=PI.I
- Max |F|: 2.6 eV/Å
- E_HOMO: -0.344 Ha
- Net charge: 0
- Frontier orbital gap: 0.3218 Eh
- ΔE to the lowest compared entry with this formula, charge and spin: 45.86 kcal per mole


Record 5
Formula: C3H4N2O
Source: the Open Molecules 2025 dataset
Level of theory: wB97M-V/def2-TZVPD

Positions of all 10 atoms, in Å:
O1 -1.158 1.468 0.045
N1 -0.060 -1.554 -0.489
N2 1.148 -0.845 -0.843
C1 -0.987 -0.959 0.211
C2 0.980 0.303 -0.321
C3 -0.330 0.406 0.446
H1 1.746 1.065 -0.415
H2 -1.138 2.162 0.709
H3 -0.085 0.445 1.522
H4 -0.116 -2.490 -0.866

Properties
- Max |F|: 0.6 eV/Å
- E_HOMO: -0.330 Ha
- Net charge: 0
- Frontier orbital gap: 0.3408 Eh
- ΔE to the lowest compared entry with this formula, charge and spin: 85.06 kcal per mole


Record 6
Formula: C10H9N3O2
Source: the Open Molecules 2025 dataset
Level of theory: wB97M-V/def2-TZVPD

Positions of all 24 atoms, in Å:
O1 -2.964 2.101 -0.979
O2 -4.000 1.595 0.985
N1 2.118 1.629 0.298
N2 2.231 -0.368 -0.692
N3 2.761 0.485 0.067
C1 1.052 1.555 -0.422
C2 -0.315 -0.617 0.891
C3 -0.211 -0.549 -0.455
C4 1.007 0.188 -1.105
C5 3.988 0.214 0.760
C6 -2.441 -1.691 0.613
C7 -1.170 -0.876 -1.335
C8 -3.422 1.873 0.022
C9 -1.402 -1.210 1.468
C10 -2.310 -1.485 -0.746
H1 -3.144 -2.231 1.262
H2 -1.223 -0.769 -2.440
H3 -1.506 -1.092 2.635
H4 -3.021 -1.957 -1.409
H5 4.866 0.705 0.150
H6 3.931 0.813 1.798
H7 4.171 -0.780 0.996
H8 0.153 2.184 -0.193
H9 0.851 0.282 -2.166

Properties
- Max |F|: 5.4 eV/Å
- E_HOMO (alpha / beta): -0.245 / -0.223 Ha
- Net charge: 0
- Frontier orbital gap (alpha / beta): 0.1985 / 0.1619 Eh
- ΔE to the lowest compared entry with this formula, charge and spin: 140.28 kcal per mole


Record 7
Formula: C4H6O2
Source: the Open Molecules 2025 dataset
Level of theory: wB97M-V/def2-TZVPD

Positions of all 12 atoms, in Å:
O1 -1.333 -1.219 -0.505
O2 -0.650 0.790 1.515
C1 -1.106 0.145 -0.734
C2 1.161 -0.047 0.175
C3 -0.076 0.753 0.224
C4 2.137 -0.752 0.113
H1 -0.478 -1.672 -0.563
H2 3.014 -1.360 0.062
H3 0.150 1.775 -0.121
H4 -0.788 0.339 -1.770
H5 0.029 0.598 2.169
H6 -2.060 0.650 -0.564

Properties
- Structure (SMILES): C#C[C@H](O)CO
- Max |F|: 0.5 eV/Å
- E_HOMO: -0.376 Ha
- Net charge: 0
- Frontier orbital gap: 0.4054 Eh
- ΔE to the lowest compared entry with this formula, charge and spin: 61.61 kcal per mole


Record 8
Formula: C23H43CaN7O8P2
Source: the Open Molecules 2025 dataset
Level of theory: wB97M-V/def2-TZVPD

Positions of all 84 atoms, in Å:
Ca1 -0.879 -1.142 -1.465
P1 -1.308 1.402 0.649
P2 0.308 -1.075 1.655
O1 -2.179 1.629 1.916
O2 -0.983 2.772 0.014
O3 -2.361 -1.018 -4.891
O4 -0.288 -1.257 3.082
O5 1.843 -1.366 1.690
O6 -0.426 -1.887 0.633
O7 -2.798 -1.062 -2.789
O8 -1.890 0.433 -0.337
N1 -1.038 -3.085 -5.785
N2 0.064 -4.185 -4.117
N3 0.329 -4.426 -2.752
N4 -2.209 -1.482 -3.796
N5 -1.298 -2.493 -3.462
N6 0.049 0.673 -2.844
N7 1.649 -1.370 -1.816
C1 -3.821 1.105 3.582
C2 1.112 2.821 -4.277
C3 -0.780 -3.207 -4.488
C4 4.150 0.783 -3.631
C5 -2.130 4.737 0.949
C6 -0.796 4.127 0.624
C7 -0.707 1.647 -3.293
C8 0.155 4.054 1.789
C9 -3.552 1.032 2.105
C10 -0.517 0.422 4.829
C11 2.706 -3.438 0.792
C12 3.363 1.802 -4.076
C13 -4.548 1.781 1.258
C14 2.401 -2.695 2.066
C15 2.246 -0.305 -2.607
C16 0.459 -1.856 5.288
C17 3.602 -2.433 2.935
C18 0.338 -0.708 4.319
C19 1.401 0.735 -3.084
C20 -0.223 2.754 -4.019
C21 0.262 0.688 1.226
C22 1.971 1.794 -3.812
C23 3.581 -0.276 -2.887
H1 0.608 1.246 2.101
H2 5.211 0.776 -3.835
H3 4.355 -1.862 2.391
H4 1.913 -2.281 -2.182
H5 -0.266 3.500 2.630
H6 1.813 -3.548 0.175
H7 1.115 3.621 1.509
H8 -0.328 4.656 -0.205
H9 -1.420 0.047 5.307
H10 4.212 -1.078 -2.522
H11 0.331 -4.882 -4.796
H12 -1.977 5.794 1.171
H13 0.346 5.068 2.144
H14 -3.750 2.135 3.933
H15 0.050 0.979 5.576
H16 1.218 -4.908 -2.705
H17 3.483 -2.923 0.223
H18 -1.767 1.560 -3.074
H19 -3.128 0.487 4.146
H20 1.083 -2.656 4.896
H21 -3.455 -0.002 1.769
H22 -0.810 1.113 4.040
H23 -1.620 -2.329 -6.102
H24 -0.525 -2.261 5.518
H25 -4.286 1.770 0.202
H26 3.079 -4.434 1.029
H27 -4.832 0.750 3.782
H28 3.790 2.620 -4.639
H29 -0.388 -5.048 -2.384
H30 2.061 -1.338 -0.884
H31 0.985 0.856 0.419
H32 1.326 -0.340 4.033
H33 -5.522 1.300 1.358
H34 0.907 -1.508 6.220
H35 3.338 -1.886 3.837
H36 -0.650 -3.733 -6.450
H37 -0.912 3.512 -4.360
H38 1.623 -3.215 2.630
H39 1.531 3.646 -4.837
H40 -4.653 2.812 1.592
H41 -2.820 4.666 0.111
H42 -2.583 4.276 1.825
H43 4.053 -3.379 3.236

Properties
- Max |F|: 1.4 eV/Å
- E_HOMO: -0.509 Ha
- Net charge: +2
- Frontier orbital gap: 0.3183 Eh


Record 9
Formula: C19H20ClN6OPdS2
Source: the Open Molecules 2025 dataset
Level of theory: wB97M-V/def2-TZVPD

Positions of all 50 atoms, in Å:
Pd1 -0.615 -0.844 0.959
Cl1 1.026 -3.786 2.689
S1 -2.258 -1.170 2.518
S2 2.971 -0.411 -1.952
O1 -1.381 1.182 -1.125
N1 2.311 -0.639 0.490
N2 1.137 -0.600 -0.212
N3 -0.961 1.137 3.168
N4 0.282 -0.510 -2.393
N5 -0.630 1.132 1.802
N6 -2.194 0.163 4.821
C1 -0.781 -2.815 0.402
C2 -0.545 2.142 -1.147
C3 0.898 -3.599 -1.296
C4 4.749 -0.592 0.266
C5 5.545 -1.788 -0.252
C6 2.104 -4.174 -1.656
C7 1.295 4.344 -1.276
C8 1.298 -0.494 -1.503
C9 0.502 -3.457 0.041
C10 0.895 3.814 -0.065
C11 2.612 -4.528 0.654
C12 0.034 2.717 0.035
C13 1.405 -3.938 0.994
C14 0.771 3.777 -2.443
C15 -0.118 2.730 -2.382
C16 2.970 -4.651 -0.679
C17 3.350 -0.556 -0.255
C18 -1.717 0.156 3.518
C19 -0.307 2.296 1.385
H1 0.232 -3.219 -2.062
H2 0.529 -0.164 -3.307
H3 5.257 0.340 0.006
H4 2.369 -4.254 -2.704
H5 3.913 -5.110 -0.949
H6 3.264 -4.884 1.442
H7 6.549 -1.796 0.174
H8 -0.264 3.071 2.154
H9 -2.320 -0.758 5.208
H10 1.053 4.180 -3.410
H11 1.978 5.182 -1.320
H12 -0.558 2.326 -3.288
H13 -1.236 -3.336 1.244
H14 -1.687 0.800 5.417
H15 4.664 -0.627 1.352
H16 -0.568 -0.032 -1.996
H17 5.045 -2.720 0.011
H18 1.272 4.249 0.857
H19 -1.468 -2.834 -0.448
H20 5.642 -1.759 -1.339

Properties
- Max |F|: 0.2 eV/Å
- E_HOMO: -0.148 Ha
- Net charge: -1
- Frontier orbital gap: 0.2362 Eh
- ΔE to the lowest compared entry with this formula, charge and spin: 0.00 kcal per mole